Entry 1:
{
  "formula": "C5H8N4",
  "method": "wB97M-V/def2-TZVPD",
  "species": ["C", "C", "C", "C", "N", "N", "C", "N", "N", "H", "H", "H", "H", "H", "H", "H", "H"],
  "xyz": [[2.1516, -1.1172, -0.1601], [0.8137, -1.2040, -0.1190], [-0.2010, -0.1264, -0.1449], [0.1930, 1.2081, -0.1351], [1.5227, 1.7540, 0.0505], [-0.9842, 2.0591, -0.0032], [-1.9344, 1.2017, -0.2457], [-1.5538, -0.0698, -0.1905], [-2.4008, -1.2212, 0.1921], [2.6923, -2.0141, 0.0806], [2.6687, -0.3441, -0.6589], [0.2286, -2.1143, 0.3532], [1.5799, 2.8305, 0.2555], [2.1738, 1.2798, 0.6974], [-2.8800, 1.5117, 0.0082], [-1.4926, -1.8629, 0.7922], [-2.5776, -1.7708, -0.7723]],
  "mulliken_charge": [-1.19, 0.18, 0.08, 0.50, -0.53, -0.63, -0.25, 0.29, -0.70, 0.27, 0.47, -0.07, 0.27, 0.24, 0.38, 0.38, 0.31],
  "lumo_energy_ev": 0.58,
  "smiles": "C=Cc1c(N)ncn1N",
  "e_homo_ev": -7.70,
  "homo_lumo_gap_ev": 8.3
}



Entry 2:
{
  "formula": "C5H8N4",
  "method": "wB97M-V/def2-TZVPD",
  "species": ["H", "N", "C", "N", "N", "C", "C", "N", "C", "C", "H", "H", "H", "H", "H", "H", "H"],
  "xyz": [[-2.2143, 0.1816, 1.6255], [-2.7635, -0.2834, 0.8960], [-2.1232, -0.4453, -0.1574], [-0.8924, -0.1955, -0.4099], [-0.4698, -0.5505, -1.6672], [0.7135, -0.5856, -1.6702], [1.4843, -0.3362, -0.4147], [2.0306, 0.8657, 0.1423], [0.5956, 1.2914, 0.8739], [0.1357, -0.1828, 0.4943], [-2.5569, -0.7837, -1.0870], [1.0031, -1.2584, -2.5450], [2.0087, -1.2288, -0.1031], [2.8648, 0.8636, 0.5643], [0.5595, 1.4132, 2.0298], [0.0757, 2.0481, 0.1502], [-0.4517, -0.8135, 1.2781]],
  "mulliken_charge": [0.23, -0.73, 0.26, 0.45, -0.68, -0.42, 0.08, -0.48, -0.59, -0.45, 0.41, 0.31, 0.32, 0.23, 0.29, 0.27, 0.49],
  "lumo_energy_ev": 0.73,
  "smiles": "[H]/N=C\\N1N=C[C@H]2NC[C@H]21",
  "e_homo_ev": -8.85,
  "homo_lumo_gap_ev": 9.6
}



Entry 3:
{
  "formula": "C5H8N4O",
  "method": "wB97M-V/def2-TZVPD",
  "species": ["H", "N", "C", "O", "C", "N", "C", "C", "N", "C", "N", "H", "H", "H", "H", "H", "H", "H"],
  "xyz": [[2.5841, -1.8515, -0.2122], [3.0251, -0.9450, -0.0649], [2.1555, -0.0645, 0.3041], [2.6821, 1.1472, 0.2202], [0.7344, -0.1194, -0.1538], [0.0994, -1.2326, -0.3235], [-1.2384, -0.8964, -0.6886], [-2.0617, -0.0750, 0.2956], [-1.7150, 0.0695, 1.6722], [-1.3007, 0.6435, -0.7871], [0.0325, 1.0069, -0.4387], [3.6115, 0.8089, -0.2954], [-1.7604, -1.5818, -1.3572], [-3.1315, -0.1432, 0.0800], [-1.2765, -0.7648, 2.0509], [-1.0787, 0.8471, 1.8259], [-1.8015, 1.2304, -1.5563], [0.4396, 1.9208, -0.5710]],
  "mulliken_charge": [0.27, -0.76, 0.30, -0.57, 0.66, -0.58, -0.30, -0.20, -0.69, -0.28, -0.21, 0.42, 0.39, 0.36, 0.29, 0.28, 0.39, 0.23],
  "lumo_energy_ev": 0.16,
  "smiles": "[H]/N=C(/O)C1=N[C@H]2[C@@H](N)[C@H]2N1",
  "e_homo_ev": -8.85,
  "homo_lumo_gap_ev": 9.0
}



Entry 4:
{
  "formula": "C5H8N4O3S",
  "method": "wB97M-V/def2-TZVPD",
  "species": ["C", "C", "C", "C", "C", "N", "N", "N", "N", "O", "O", "O", "S", "H", "H", "H", "H", "H", "H", "H", "H"],
  "xyz": [[-1.2077, 0.5954, 0.1606], [0.6954, -2.6009, -0.5356], [-0.0751, 0.0790, 1.0272], [-0.0344, 2.4015, -0.5091], [-2.4274, -0.1994, 0.1216], [-1.1544, 1.6418, -0.5592], [1.2238, 0.5271, 0.3126], [1.1748, 1.6737, -0.3029], [1.9997, -1.8681, 0.1325], [0.4231, -3.5527, 0.1128], [0.3469, -1.8758, -1.4189], [2.0759, 1.8994, -1.1364], [2.4790, -0.4838, -0.3271], [-0.1529, 0.6736, 2.0185], [0.0513, -1.0883, 0.9934], [0.2697, 2.9602, -1.3520], [-0.1649, 3.0946, 0.4234], [-2.1265, -0.8903, -0.6027], [-3.2827, 0.2107, -0.2885], [-2.6814, -0.7933, 0.9718], [2.5678, -2.4043, 0.7578]],
  "mulliken_charge": [1.04, 0.60, -0.49, -0.64, -1.44, -0.56, 0.13, 0.65, -0.27, -0.61, -0.56, -0.68, 0.09, 0.27, 0.35, 0.43, 0.31, 0.37, 0.42, 0.36, 0.22],
  "lumo_energy_ev": [-1.20, -1.21],
  "e_homo_ev": [-8.76, -8.76],
  "homo_lumo_gap_ev": [7.6, 7.6]
}



Entry 5:
{
  "formula": "C5H8N4OS",
  "method": "wB97M-V/def2-TZVPD",
  "species": ["C", "N", "C", "N", "C", "C", "N", "O", "C", "N", "S", "H", "H", "H", "H", "H", "H", "H", "H"],
  "xyz": [[3.7270, -0.4438, 0.3393], [2.5491, -1.1684, -0.1585], [1.3311, -0.5065, -0.0792], [0.1898, -1.1403, -0.0442], [-0.8330, -0.2716, 0.0413], [-2.2339, -0.8335, 0.0403], [-3.2304, -0.0333, 0.5209], [-2.4544, -1.9074, -0.4642], [-0.5173, 1.0469, -0.0907], [-1.3590, 2.1641, -0.0876], [1.2174, 1.2814, -0.0950], [4.6346, -0.9917, -0.1451], [3.6974, 0.5707, -0.1835], [3.8197, -0.2946, 1.3990], [2.4566, -2.1079, 0.3364], [-3.0169, 0.5953, 1.2666], [-4.0814, -0.5694, 0.6802], [-2.2670, 1.9572, -0.5024], [-0.9765, 2.8939, -0.7376]],
  "mulliken_charge": [-0.84, -0.27, 0.46, -0.60, 0.08, 0.28, -0.48, -0.57, 0.58, -0.66, -0.26, 0.29, 0.34, 0.29, 0.30, 0.25, 0.26, 0.30, 0.27],
  "lumo_energy_ev": 0.48,
  "smiles": "CNc1nc(C(N)=O)c(N)s1",
  "e_homo_ev": -7.75,
  "homo_lumo_gap_ev": 8.2
}



Entry 6:
{
  "formula": "C5H8N5O",
  "method": "wB97M-V/def2-TZVPD",
  "species": ["C", "N", "C", "O", "N", "C", "C", "N", "C", "N", "N", "H", "H", "H", "H", "H", "H", "H", "H"],
  "xyz": [[-2.0729, -0.6975, 0.5302], [-0.7607, 0.1128, 0.4201], [-0.9693, 1.4317, 0.0466], [-2.0589, 1.9173, -0.0875], [0.3040, 2.0574, -0.2281], [1.5798, 1.4974, -0.2537], [1.8769, 0.2426, -0.8881], [1.2330, -0.8514, -0.4942], [0.3810, -0.6744, 0.6053], [1.1568, 0.1341, 1.5971], [1.7740, 1.0543, 1.2057], [-2.7429, 0.1279, 0.7121], [-2.3971, -1.2957, -0.3235], [-1.8108, -1.2911, 1.4280], [0.1689, 3.0296, 0.0355], [2.2676, 2.2096, -0.3653], [2.8069, 0.2769, -1.4335], [1.4855, -1.8178, -0.5221], [-0.0420, -1.5025, 1.1037]],
  "mulliken_charge": [-1.02, -0.10, 0.56, -0.53, -0.21, -0.19, -0.17, -0.05, -0.13, -0.14, -0.16, 0.38, 0.27, 0.43, 0.29, 0.57, 0.41, 0.31, 0.48],
  "total_charge": 1,
  "lumo_energy_ev": [-5.81, -5.80],
  "smiles": "CN1C(=O)N[C@@H]2C=[NH+][C@H]1N=N2",
  "e_homo_ev": [-13.81, -13.81],
  "homo_lumo_gap_ev": [8.0, 8.0]
}



Entry 7:
{
  "formula": "C5H8N6O3",
  "method": "wB97M-V/def2-TZVPD",
  "species": ["C", "C", "C", "C", "C", "N", "N", "N", "N", "N", "N", "O", "O", "O", "H", "H", "H", "H", "H", "H", "H", "H"],
  "xyz": [[0.7425, -0.0189, -0.8490], [-0.9100, 0.6028, 0.4894], [1.9375, 0.0969, -1.7044], [-1.6025, -1.7496, 1.0857], [0.3502, 2.6980, -0.0578], [0.1667, -1.1034, -0.4461], [-1.4948, 1.4897, 1.2255], [-1.0403, 3.1727, 0.4393], [0.0584, 1.0511, -0.3465], [-0.8755, -0.7432, 0.3689], [0.7750, 3.3426, -1.2716], [0.4807, 2.8269, -2.3272], [-1.8527, 3.3900, -0.4391], [1.3491, 4.4015, -1.1210], [1.6798, 0.6069, -2.6327], [2.3294, -0.8914, -1.9202], [2.6983, 0.6892, -1.1953], [-1.1701, -2.7082, 0.8074], [-1.5037, -1.5995, 2.1629], [-2.6607, -1.7329, 0.8152], [1.0466, 2.7650, 0.7704], [-2.3875, 1.3314, 1.6623]],
  "mulliken_charge": [0.74, 0.20, -1.20, -0.90, 0.14, -0.85, -0.48, -0.03, -0.04, 0.59, 0.98, -0.52, -0.47, -0.59, 0.28, 0.34, 0.29, 0.33, 0.33, 0.29, 0.34, 0.23],
  "lumo_energy_ev": [-0.44, -0.44],
  "e_homo_ev": [-8.32, -8.32],
  "homo_lumo_gap_ev": [7.9, 7.9]
}



Entry 8:
{
  "formula": "C5H8NO",
  "method": "wB97M-V/def2-TZVPD",
  "species": ["C", "C", "C", "C", "C", "N", "O", "H", "H", "H", "H", "H", "H", "H", "H"],
  "xyz": [[0.3983, 1.6958, 0.2119], [1.6770, 1.2213, 0.0661], [-0.7783, 0.8797, -0.1628], [-0.3532, -0.4968, -0.6114], [-0.1807, -1.7993, 0.1498], [1.9318, 0.0522, -0.5026], [2.6245, -0.9208, 0.0003], [0.0875, 2.7624, 0.4412], [2.5458, 1.6687, 0.5172], [-1.4602, 0.9708, 0.6166], [-1.4486, 1.3250, -0.9280], [-0.6672, -0.8661, -1.6226], [0.7642, -1.8240, 0.5852], [-0.2865, -2.7467, -0.5362], [-0.8419, -1.8313, 0.9979]],
  "mulliken_charge": [-0.65, 0.02, -0.52, -0.29, -0.92, -0.34, -0.61, 0.23, 0.44, 0.36, 0.25, 0.26, 0.28, 0.21, 0.27],
  "total_charge": -1,
  "lumo_energy_ev": [4.42, 4.45],
  "e_homo_ev": [-1.65, -1.65],
  "homo_lumo_gap_ev": [6.1, 6.1]
}



Entry 9:
{
  "formula": "C5H8NO",
  "method": "wB97M-V/def2-TZVPD",
  "species": ["C", "C", "C", "C", "C", "N", "O", "H", "H", "H", "H", "H", "H", "H", "H"],
  "xyz": [[-0.5914, 0.6411, 0.7669], [-0.9747, 1.2940, 1.8706], [-0.5817, -0.7400, -0.9976], [0.3008, -0.2822, 0.0803], [1.7402, -0.5473, 0.2742], [-0.6877, 0.7574, -0.6900], [0.0041, -1.0683, -2.2616], [-1.6441, 2.0893, 1.7041], [-0.5130, 1.1158, 2.7874], [-2.0640, -1.8212, -0.6141], [1.7732, -0.7088, 1.3921], [2.2817, 0.3516, 0.0756], [2.0892, -1.3200, -0.3729], [-0.5182, 1.5879, -1.1760], [-0.6140, -1.3492, -2.8389]],
  "mulliken_charge": [0.47, -0.85, -0.18, 0.71, -1.18, -0.10, -0.38, 0.28, 0.29, 0.31, 0.35, 0.33, 0.36, 0.25, 0.34],
  "total_charge": 1,
  "lumo_energy_ev": -4.84,
  "e_homo_ev": -14.32,
  "homo_lumo_gap_ev": 9.5
}



Entry 10:
{
  "formula": "C5H8NO",
  "method": "wB97M-V/def2-TZVPD",
  "species": ["C", "N", "C", "C", "C", "C", "O", "H", "H", "H", "H", "H", "H", "H", "H"],
  "xyz": [[-1.1549, -1.2713, -0.4388], [-0.6097, -0.5852, 0.7632], [0.3666, 0.4251, 0.2281], [-0.2799, 1.7301, -0.1631], [1.5751, -0.0397, 0.2192], [2.7994, -0.2557, 0.0318], [3.9170, -0.4239, -0.1475], [-1.1747, -2.3035, -0.2707], [-2.1168, -0.7756, -0.6861], [-0.3779, -1.2397, -1.1530], [-0.0263, -1.2487, 1.2451], [-1.3854, -0.1954, 1.2815], [-0.5978, 1.7854, -1.1467], [-1.1981, 1.7184, 0.3809], [0.2634, 2.6800, -0.1438]],
  "mulliken_charge": [-0.87, -0.16, 0.63, -1.34, -0.54, 0.61, -0.31, 0.42, 0.32, 0.37, 0.38, 0.40, 0.37, 0.35, 0.37],
  "total_charge": 1,
  "lumo_energy_ev": -5.09,
  "smiles": "C[NH2+]C(C)=C=C=O",
  "e_homo_ev": -13.85,
  "homo_lumo_gap_ev": 8.8
}



Entry 11:
{
  "formula": "C5H8NO",
  "method": "wB97M-V/def2-TZVPD",
  "species": ["C", "C", "C", "C", "C", "N", "O", "H", "H", "H", "H", "H", "H", "H", "H"],
  "xyz": [[1.1066, 0.2195, -1.6925], [0.6296, 0.4820, -0.3826], [-2.1186, -0.7763, 1.1973], [0.0733, 0.5148, 0.7542], [-0.6330, -0.5995, 1.6067], [2.1171, 0.4517, -2.5187], [2.8894, 1.5616, -2.2813], [0.4403, -0.6220, -2.2526], [-2.2088, -0.6674, 0.1041], [-2.6705, -0.1528, 1.8323], [-2.3808, -1.9169, 1.2357], [3.5074, 1.7008, -2.9961], [-0.1018, 1.5289, 1.2585], [-0.6722, -0.2657, 2.6646], [0.0220, -1.4588, 1.4703]],
  "mulliken_charge": [-0.32, 0.68, -0.91, -0.13, -0.45, -0.19, -0.27, 0.27, 0.32, 0.36, 0.28, 0.39, 0.31, 0.29, 0.38],
  "total_charge": 1,
  "lumo_energy_ev": [-7.08, -7.08],
  "e_homo_ev": [-15.04, -15.04],
  "homo_lumo_gap_ev": [8.0, 8.0]
}



Entry 12:
{
  "formula": "C5H8NO2",
  "method": "wB97M-V/def2-TZVPD",
  "species": ["C", "C", "C", "C", "C", "N", "O", "O", "H", "H", "H", "H", "H", "H", "H", "H"],
  "xyz": [[-1.3554, 0.6738, 0.7341], [-1.9181, -0.7006, -0.6852], [0.7061, -0.6704, -0.3346], [-0.6395, 0.0601, -0.4572], [1.7621, 0.3019, 0.1825], [0.4231, -1.7034, 0.6236], [-0.0789, -2.7716, 0.1232], [-2.5876, 0.0532, 0.3412], [-1.0516, 0.3638, 1.7437], [-1.4379, 1.7760, 0.7174], [-2.4239, -0.5950, -1.6567], [-1.8483, -1.7863, -0.4461], [0.9856, -1.0789, -1.3259], [1.4390, 0.6941, 1.1448], [1.8682, 1.1337, -0.5134], [2.7276, -0.1853, 0.3091]],
  "mulliken_charge": [-0.37, -0.26, 0.46, -0.40, -1.30, -0.41, -0.52, -0.45, 0.26, 0.20, 0.22, 0.16, 0.44, 0.26, 0.34, 0.37],
  "total_charge": -1,
  "lumo_energy_ev": [4.31, 4.32],
  "e_homo_ev": [-1.89, -2.33],
  "homo_lumo_gap_ev": [6.2, 6.6]
}



Values of calculated total energy, in order: -11271.0895 -11269.5973 -13320.3364 -28247.3647 -24157.9336 -14802.4197 -20390.2753 -8847.3710 -8838.4257 -8842.3719 -8839.1588 -10895.6108, all in eV.
Values of energy above the lowest of the compared OMol25 structures with the same formula, charge and spin, in order: 79.8 114.3 72.6 72.9 10.2 111.1 96.8 89.1 146.1 55.1 129.2 130.8, all in kcal per mole.